16
Properties=species:S:1:pos:R:3 method="wB97M-V/def2-TZVPD" fmax_ev_per_a=4.02 homo_energy_ha=-0.330 e_above_lowest_kcal_mol=33.48 gap_ev=9.5 total_charge=0 mol_weight_g_mol=116.12
C 0.991 0.294 2.074
C 1.033 0.586 0.622
C 0.373 -0.159 -0.293
C 0.666 -0.058 -1.776
O -0.454 -1.187 0.113
C -1.704 -0.406 -0.095
O -2.300 0.126 0.795
O -2.239 -0.657 -1.297
H 1.725 -0.494 2.317
H 0.008 -0.114 2.335
H 1.195 1.193 2.668
H 1.715 1.357 0.289
H 0.479 -1.006 -2.252
H 1.689 0.233 -1.937
H -0.011 0.673 -2.251
H -3.168 -0.381 -1.314